{"formula": "C42H68O36", "method": "wB97M-V/def2-TZVPD", "e_lumo_ev": -0.4, "species": ["C", "C", "O", "C", "O", "O", "H", "H", "H", "H", "C", "C", "O", "C", "O", "O", "H", "H", "H", "H", "C", "C", "O", "C", "O", "O", "H", "H", "H", "H", "C", "C", "O", "C", "O", "O", "H", "H", "H", "H", "C", "C", "C", "O", "C", "O", "O", "H", "H", "H", "H", "H", "H", "C", "C", "C", "O", "C", "O", "O", "H", "H", "H", "H", "H", "H", "C", "C", "C", "O", "C", "O", "O", "H", "H", "H", "H", "H", "H", "C", "C", "C", "O", "C", "O", "O", "H", "H", "H", "H", "H", "H", "C", "O", "C", "O", "O", "C", "H", "H", "H", "H", "H", "H", "C", "O", "C", "O", "O", "C", "H", "H", "H", "H", "H", "H", "C", "C", "O", "C", "O", "O", "C", "H", "H", "H", "H", "H", "H", "H", "H", "C", "C", "O", "C", "O", "O", "C", "H", "H", "H", "H", "H", "H", "H", "H"], "coordinates": [[28.39628, 2.42959, -0.30937], [28.81947, 3.68174, 0.51045], [27.73433, 3.88578, 1.38283], [26.72125, 3.08071, 1.11567], [25.70064, 3.01747, 1.74432], [27.02640, 2.27724, 0.09050], [29.00655, 1.54346, -0.13193], [28.57894, 2.56876, -1.37481], [28.93091, 4.48684, -0.21403], [29.72339, 3.52763, 1.09215], [18.39589, 0.35209, 9.68776], [19.82731, 0.26486, 10.14998], [20.15235, 1.64451, 10.36186], [18.98031, 2.34680, 10.54941], [18.88606, 3.39063, 11.10575], [17.92661, 1.61856, 10.18756], [17.75285, -0.47342, 9.98788], [18.25631, 0.42449, 8.60729], [20.42973, -0.18411, 9.36243], [19.94321, -0.26031, 11.09741], [26.67522, 5.22362, 8.57073], [25.32747, 5.48709, 9.22108], [25.28319, 4.43879, 10.20413], [26.56673, 4.27404, 10.59953], [26.88796, 3.63605, 11.56433], [27.39318, 4.84171, 9.75114], [27.13637, 6.08311, 8.08446], [26.76526, 4.42289, 7.83504], [24.47959, 5.45591, 8.53531], [25.18977, 6.42509, 9.76382], [27.16511, -0.27084, 2.28766], [27.43617, 0.29851, 3.65928], [28.83901, 0.15009, 3.80286], [29.38927, -0.09774, 2.56273], [30.56126, -0.15605, 2.39386], [28.41716, -0.15852, 1.65165], [26.34261, 0.25247, 1.80663], [26.86977, -1.31364, 2.41235], [26.81513, -0.18587, 4.41009], [27.15479, 1.35562, 3.71021], [25.85489, 0.09859, 12.57648], [26.70842, 0.46639, 13.79518], [26.62625, 1.96371, 14.11057], [26.56123, 1.96445, 15.53213], [26.28361, 0.73570, 15.99865], [26.15904, 0.54931, 17.18098], [26.16557, -0.11402, 14.99083], [26.28382, 0.55872, 11.68765], [24.81709, 0.37472, 12.76371], [25.86348, -0.98978, 12.48001], [27.71647, 0.07575, 13.65477], [25.73679, 2.45314, 13.71747], [27.50560, 2.44163, 13.68305], [23.74669, -0.58852, 4.35598], [23.47204, -1.64692, 3.32487], [22.13193, -1.49246, 2.62667], [22.46805, -1.58994, 1.24785], [23.81266, -1.48143, 1.11182], [24.39805, -1.41946, 0.07373], [24.44087, -1.58557, 2.28684], [23.84921, 0.37589, 3.84069], [24.74571, -0.67392, 4.78682], [22.99794, -0.44190, 5.13231], [23.51997, -2.63678, 3.79158], [21.72346, -0.48347, 2.75902], [21.39924, -2.23244, 2.94367], [26.25397, -2.53407, 9.37834], [25.06468, -2.90847, 8.49298], [25.35681, -3.11006, 7.00084], [24.63988, -4.29015, 6.65964], [24.39766, -4.98207, 7.82322], [24.08642, -6.12369, 7.84696], [24.64898, -4.22446, 8.89705], [27.10378, -3.10580, 8.99422], [26.20808, -2.85355, 10.41862], [26.50309, -1.47334, 9.37223], [24.22737, -2.21222, 8.58679], [26.41508, -3.36312, 6.88146], [24.96311, -2.32870, 6.35505], [21.79060, 4.52669, 7.90792], [20.75535, 4.05062, 6.90457], [20.48810, 2.54244, 6.97297], [19.05986, 2.49425, 7.08729], [18.55299, 3.68628, 7.46616], [17.44499, 3.87685, 7.83837], [19.51423, 4.59989, 7.35536], [21.95234, 5.60165, 7.81280], [22.73228, 4.06718, 7.58015], [21.60696, 4.30114, 8.95636], [21.10737, 4.37241, 5.92381], [20.77993, 2.07310, 7.91551], [20.86059, 1.99230, 6.11191], [29.70966, 2.53866, 11.11486], [28.98800, 1.89356, 10.08377], [29.53746, 1.74589, 8.89044], [30.62015, 2.10474, 8.52321], [28.63512, 1.11004, 8.15080], [28.91817, 0.89932, 6.78394], [30.78171, 2.35062, 11.02020], [29.47867, 2.13080, 12.09714], [29.50449, 3.60492, 11.10434], [28.48264, -0.03797, 6.43912], [29.98209, 0.80787, 6.57074], [28.47321, 1.68583, 6.17298], [26.01828, 7.80976, 5.57336], [24.99857, 8.24812, 4.72071], [24.58409, 9.50366, 4.83817], [24.91250, 10.23179, 5.74072], [23.83527, 9.80922, 3.81191], [23.13706, 11.03130, 3.68787], [26.91832, 8.41649, 5.44709], [26.30233, 6.77402, 5.41231], [25.78118, 7.89408, 6.63740], [23.39083, 11.50034, 2.73780], [23.40148, 11.66563, 4.53421], [22.07275, 10.80279, 3.62930], [22.89861, 2.96053, 11.85065], [22.06931, 2.91837, 13.11818], [22.73672, 2.04368, 14.03033], [22.26456, 1.92920, 15.26361], [21.31877, 2.50573, 15.71522], [23.06705, 1.04287, 15.88142], [22.77321, 0.82370, 17.25360], [23.95198, 3.06960, 12.13597], [22.70677, 3.80781, 11.19889], [22.90888, 1.98989, 11.35049], [21.04835, 2.59256, 12.91922], [21.96262, 3.93241, 13.50478], [22.03296, 1.48600, 17.69807], [23.69358, 0.83406, 17.83306], [22.33478, -0.17212, 17.37075], [23.34817, 0.73682, 8.57124], [24.75389, 1.24837, 8.67179], [24.83585, 2.46750, 7.90084], [25.33990, 2.42020, 6.65636], [25.76741, 1.44857, 6.09258], [25.20436, 3.64916, 6.19965], [25.64177, 3.95879, 4.84372], [22.99907, 0.45034, 7.58043], [22.67764, 1.52538, 8.92559], [23.25862, -0.05405, 9.32214], [25.46418, 0.49115, 8.33424], [25.03405, 1.47345, 9.69959], [26.72743, 3.85856, 4.82556], [25.41367, 5.00064, 4.65390], [25.21189, 3.29062, 4.10525]], "forces_ev_per_angstrom": [[0.9432, 0.3035, 0.3622], [0.3927, -0.9661, -1.2468], [0.1422, 1.1472, 0.8529], [-0.3443, -0.8724, 0.0640], [0.3148, 0.1821, -0.2755], [0.0799, -0.6603, -0.8651], [-0.4931, -0.1725, 0.7899], [-0.9972, 0.3910, -0.1224], [-0.0141, 0.4632, 0.5136], [0.0221, 0.1067, -0.0100], [-1.1606, 0.1091, -0.9361], [-0.3202, 0.2333, -0.1422], [0.0355, 0.3252, -0.2696], [-0.1722, -0.3201, 1.2492], [0.6654, 0.3826, -0.5151], [0.0573, -0.9198, 0.0011], [-0.0010, 0.2162, 0.5357], [0.5098, -0.0933, -0.1026], [0.3689, 0.1558, 0.1970], [0.0530, -0.0977, -0.0487], [0.0718, 0.7799, 0.2122], [-0.9726, -0.1817, -0.8374], [0.0320, 0.3570, -0.0898], [-0.7373, -1.4088, 1.0014], [-0.1601, 0.4451, -0.3558], [1.5787, 0.4027, -0.6189], [0.0543, 0.2265, 0.5127], [-0.6345, -0.1680, 0.3187], [0.0702, -0.6216, 0.0620], [0.7347, 0.1943, -0.1551], [-0.9971, -0.4860, 1.0463], [-0.8133, 0.8580, -0.2211], [0.1451, -0.4856, -0.0437], [-0.0830, 0.7201, 1.4083], [-0.0628, -0.1562, -0.4618], [0.3026, -0.1548, -1.1362], [0.4169, 0.0650, -0.5395], [0.2633, -0.0967, -0.4985], [0.6299, -0.2526, 0.3050], [0.3102, 0.0661, 0.0189], [0.2430, -0.7049, 0.9531], [-1.2644, 0.3423, -0.8216], [0.3660, -0.6908, -0.2743], [0.6307, 0.8808, -0.1760], [-0.1196, 1.1819, 1.4331], [-0.1074, -0.6668, -1.0760], [0.0445, -1.2285, -0.2088], [-0.1384, 0.0932, -0.0548], [0.0401, 0.3307, -0.1744], [0.0916, 0.0208, -0.2516], [0.1579, 0.2225, 0.1984], [-0.0613, -0.1664, -0.0727], [0.0025, 0.4301, 0.5698], [0.9294, 1.2727, -0.4272], [-0.3447, -0.6807, 1.3861], [-0.0537, 0.8773, -0.1373], [0.2497, -0.0910, -0.1794], [0.2792, -0.8428, -1.5245], [-0.4738, 0.2813, 0.3288], [-0.2760, 0.3177, 0.6531], [-0.3550, 0.0044, -0.0899], [-0.2086, -0.4370, 0.3278], [-0.0848, -0.4426, 0.0023], [0.2115, -0.0145, -0.1711], [-0.0740, -0.1737, 0.2475], [0.0474, -0.0744, -0.3440], [0.5387, -0.3128, -0.5621], [0.0465, 0.2473, 0.5519], [0.2587, -0.3625, 0.2231], [-0.4555, -0.3014, 0.7980], [0.4498, -0.4218, -0.8264], [-0.4008, -0.0992, 0.0996], [-0.2035, 0.3307, -0.0382], [0.1755, 0.2606, -0.0583], [-0.7456, 0.0433, -0.0334], [-0.0566, 0.0249, -0.2124], [-0.0986, -0.1328, 0.3233], [0.0208, 0.5728, -0.3615], [0.5096, 0.2293, 0.0955], [1.1017, -0.0194, -0.8145], [0.5901, -0.1490, 1.9284], [-0.7017, 0.2585, 0.7258], [-0.5316, -1.1118, -0.6354], [0.1599, -0.1708, -0.2577], [-0.0422, -0.0658, -0.0816], [0.1232, 1.1908, -0.6727], [-0.2291, 0.0451, 0.0012], [0.1068, -0.0204, 0.3825], [-0.3219, -0.2845, -0.1065], [-0.8105, 0.1995, -0.2177], [0.8335, 0.2155, -0.2126], [-0.2886, -0.0775, -0.0440], [1.3170, 0.2352, 0.3213], [-0.6649, -0.3458, 0.6450], [0.2493, 0.1440, -0.1391], [0.2096, 0.1637, 0.1258], [-0.7274, -0.4464, -0.0588], [0.4050, -0.2901, -1.0566], [-0.0336, 0.2117, -0.3954], [-0.7067, -0.1522, -0.2530], [0.0101, 0.0023, -0.0100], [-0.2665, -0.0068, 0.4650], [0.0366, 0.3214, 0.2353], [0.1426, 0.1237, 0.1188], [1.2022, 0.5268, 1.3036], [-0.5166, -1.1259, -0.9252], [0.7699, 0.9630, 1.0470], [-0.1817, 0.1311, 0.0413], [-0.3246, -1.2202, -1.2335], [-0.0831, 0.4544, 0.3539], [-0.0441, 0.0231, -0.1640], [-0.4533, -0.0123, -0.6068], [-0.4343, 0.1602, -0.0986], [0.3426, -0.0538, 0.1212], [-0.2709, 0.1468, -0.1416], [0.0328, 0.0376, 0.3548], [1.2276, -0.5635, 0.6330], [-0.5144, 0.7022, -0.6274], [0.2996, 0.0192, -0.6833], [0.4041, -0.3200, 0.0296], [-0.2039, 0.0783, 0.1321], [-0.4612, 0.6752, 0.1092], [-0.3384, -1.0304, 1.0899], [-0.0715, 0.2469, 0.1276], [-0.4824, -0.2092, -0.1092], [-0.4838, 0.1632, -0.3529], [0.0223, -0.2942, 0.1155], [0.2237, -0.0979, 0.4373], [0.2091, 0.4662, -0.4627], [0.1118, 0.1864, -0.2527], [0.1576, -0.0578, -0.2317], [-0.5424, 0.3790, 1.1683], [0.2374, -0.3219, -0.6596], [0.5905, -0.2890, 0.2123], [-0.7016, -0.2919, 0.7743], [0.1156, 0.0700, -0.2281], [-0.0482, 0.9352, -1.0225], [0.7096, -0.5415, 0.5608], [0.3702, -0.2782, -0.0520], [-0.0215, -0.0014, -0.0266], [-0.2330, -0.3134, -0.3708], [0.1505, 0.3092, -0.3480], [-0.1869, 0.3889, -0.0312], [0.0443, -0.1086, -0.1679], [-0.4134, -0.0859, 0.0758], [-0.1727, 0.0467, 0.0403]]}